Record 1
{"formula": "C6H8O6S", "method": "ωB97M-V with the def2-TZVPD basis set", "symbols": ["H", "O", "O", "O", "H", "O", "H", "H", "C", "C", "S", "H", "H", "O", "H", "C", "H", "O", "C", "C", "C"], "coordinates": [[-4.459352, -1.399695, -1.793963], [2.445106, -1.976547, 1.582930], [1.982495, -0.683668, -0.213024], [-0.546018, 1.615151, -1.578062], [-1.337613, 1.135573, -1.262478], [1.289830, 1.252002, 1.580507], [1.418337, 1.765821, -1.202473], [2.148618, 1.631986, 1.356618], [1.685608, -1.458295, 0.815762], [0.318432, 1.715230, 0.680397], [-3.623876, -0.356605, -2.190646], [-0.633645, 1.305960, 1.030754], [0.352114, -2.725829, 2.428808], [-0.360445, -2.434882, 1.836939], [0.252173, 2.810553, 0.692057], [0.169501, -1.674147, 0.881124], [0.847764, -0.539298, -1.929493], [-2.968147, 0.033157, -0.912765], [0.540038, 1.263684, -0.779056], [0.765520, -0.268787, -0.871527], [-0.286441, -1.011365, -0.152410]], "atomic_forces_ev_per_a": [[0.32, 0.45, -0.28], [0.35, 0.19, -0.09], [0.52, 0.35, -0.56], [-0.63, -0.10, -0.18], [0.23, 0.23, -0.04], [0.38, 0.01, 0.30], [-0.05, -0.06, 0.08], [-0.12, -0.08, 0.03], [-1.30, -0.90, 0.89], [-0.23, 0.28, -0.52], [-0.74, -0.76, -0.30], [0.03, 0.09, -0.07], [0.08, 0.09, -0.16], [-0.15, -0.03, 0.08], [-0.11, -0.09, -0.03], [1.03, 0.10, -0.13], [0.04, 0.01, 0.14], [0.46, 0.33, 0.54], [0.66, -0.40, 0.65], [-0.27, 0.58, -0.42], [-0.49, -0.29, 0.05]], "mulliken_charge": [0.175, -0.604, -0.397, -0.546, 0.362, -0.488, 0.446, 0.325, 0.635, -0.677, 0.196, 0.301, 0.337, -0.564, 0.375, 0.629, 0.317, -0.415, -0.167, 0.594, -0.836], "max_force_ha_per_bohr": 0.035, "e_lumo_ev": [-1.9, -1.3], "orbital_gap_ev": [7.67, 8.03], "homo_ev": [-9.5, -9.3], "charge": 0}

Record 2
{"formula": "C5H6O4Sr", "method": "ωB97M-V with the def2-TZVPD basis set", "symbols": ["O", "H", "H", "Sr", "C", "C", "H", "O", "C", "C", "H", "H", "C", "O", "H", "O"], "coordinates": [[-0.175564, 0.047044, -1.143050], [3.492318, -0.936092, -1.477467], [-1.291119, -1.750846, -2.033668], [0.202514, 1.890378, 0.083301], [2.315393, -0.201297, 0.174772], [0.326165, -0.799053, -1.893897], [2.814352, 0.641210, -1.775751], [-1.628742, 0.664622, 1.811677], [2.618462, -0.307992, -1.262726], [2.014167, 0.900375, 1.057364], [2.352492, -1.155895, 0.702144], [2.803790, 1.648263, 1.209511], [-2.359024, 0.075596, 2.445134], [-0.418907, -1.715678, -2.451555], [1.859996, 0.188571, 1.964775], [1.580177, -1.028680, -2.051827]], "atomic_forces_ev_per_a": [[-0.27, 0.27, -0.77], [-0.31, 0.04, 0.16], [-0.04, 0.31, -0.20], [-1.58, 1.36, -0.15], [0.54, -1.00, -0.51], [0.13, -1.03, 1.40], [-0.26, 0.05, 0.05], [-0.03, 0.03, -0.01], [0.69, 0.72, 0.26], [1.35, -2.62, 2.18], [-0.19, -0.12, -0.58], [0.03, 0.03, 0.13], [0.07, 0.03, -0.04], [-0.09, -0.57, -0.62], [0.17, 2.49, -0.45], [-0.21, 0.00, -0.84]], "mulliken_charge": [-0.787, 0.254, 0.339, 1.991, -0.123, 0.714, 0.248, -0.080, -0.508, -1.309, 0.272, 0.407, 0.029, -0.421, 0.271, -0.297], "max_force_ha_per_bohr": 0.071, "e_lumo_ev": [-4.1, -4.2], "orbital_gap_ev": [5.68, 8.34], "homo_ev": [-9.8, -12.6], "s_squared": 0.75, "charge": 1, "multiplicity": 2}

Record 3
{"formula": "C3H2Br4", "method": "ωB97M-V with the def2-TZVPD basis set", "symbols": ["H", "Br", "Br", "C", "C", "Br", "H", "C", "Br"], "coordinates": [[0.297195, -0.019883, 0.809883], [-4.146132, -0.730033, -1.484316], [-2.829976, 0.038497, 1.568019], [-0.441658, -0.010966, 0.031959], [-2.672541, 0.443666, -1.517239], [-1.502039, -0.042208, -3.059341], [0.195388, -0.132090, -0.902210], [-1.749971, 0.058320, 0.084655], [-2.996063, 2.339373, -1.514252]], "atomic_forces_ev_per_a": [[-0.57, -0.20, 1.13], [-0.69, 0.13, -0.27], [-0.24, 0.16, 0.44], [1.86, -0.44, -1.61], [2.87, -1.24, 2.48], [-0.60, 0.36, 0.80], [-1.66, 0.53, 0.66], [-0.74, 1.20, -3.67], [-0.23, -0.50, 0.03]], "mulliken_charge": [0.298, 0.054, -0.015, -0.610, -0.129, -0.029, 0.124, 0.245, 0.060], "max_force_ha_per_bohr": 0.078, "e_lumo_ev": -0.2, "orbital_gap_ev": 9.68, "homo_ev": -9.9, "charge": 0}

Record 4
{"formula": "C29H38GeNO7RuSSe", "method": "ωB97M-V with the def2-TZVPD basis set", "symbols": ["H", "C", "H", "H", "C", "H", "H", "C", "H", "H", "C", "H", "C", "C", "H", "H", "H", "H", "H", "H", "H", "C", "H", "Ru", "C", "H", "C", "H", "H", "C", "Se", "H", "H", "C", "H", "H", "C", "C", "C", "O", "C", "C", "C", "O", "Ge", "H", "S", "C", "H", "H", "C", "O", "H", "H", "N", "O", "C", "O", "C", "C", "C", "H", "H", "C", "C", "O", "C", "O", "H", "C", "C", "H", "H", "C", "H", "H", "H", "H", "H"], "coordinates": [[-3.277184, -2.611393, -2.320712], [-0.056716, 0.841407, 4.938998], [-2.600428, 4.874862, -0.204061], [1.022462, 6.709739, -4.114763], [1.063150, 5.533082, -0.974144], [3.246847, 1.647661, -2.652704], [-1.947471, 6.207476, -2.327824], [-3.077311, -2.508735, 2.476314], [5.914571, -3.763222, 2.043395], [-2.450930, -2.224054, 0.446589], [2.488166, -2.966215, 0.458951], [-3.512399, -2.569010, 4.595863], [4.319305, -4.497293, 0.804788], [-2.881857, -3.599954, -2.558327], [0.306214, -0.042779, 5.462294], [2.616299, -4.931631, -0.415176], [-0.953608, -6.592669, 0.453717], [2.988122, 3.056920, -1.582245], [-2.506199, -3.563328, -3.583396], [2.120852, 5.691739, -1.185610], [-1.354869, -1.108308, -1.594434], [3.151212, -1.983339, 1.221687], [4.846511, -1.554454, 2.417029], [0.401156, 1.303594, 0.698337], [-2.316966, -1.945117, 1.483532], [-1.957628, 5.242006, -3.805587], [-2.910100, -2.126741, 3.814852], [1.042242, -1.670742, -0.120712], [0.895040, -5.063546, 1.000306], [-0.871385, -5.638803, -0.049242], [0.967784, 1.575928, -1.622976], [-3.703278, -4.312791, -2.529024], [0.617215, 6.500690, -0.740350], [3.096616, -4.215619, 0.237554], [0.690453, 1.627223, 4.992726], [-3.817749, -3.257163, 2.220254], [2.861075, 1.982711, -1.694291], [-1.702818, 5.230067, -2.745271], [0.260191, -3.551442, -0.411532], [-1.935947, 2.299076, -1.045218], [-0.730110, -3.140221, -1.338615], [1.139524, 5.624514, -4.112028], [-1.794326, -3.999602, -1.598071], [-2.447027, 1.687133, 1.271807], [0.201319, 4.845934, -2.579431], [-0.971851, 1.180063, 5.425335], [-1.967345, 2.691778, 0.352561], [-0.314907, 0.519944, 3.498473], [1.108712, 2.755527, -3.731508], [0.342812, -1.372536, -1.995222], [-1.338402, -0.970887, 1.763722], [2.799776, -0.057378, 2.529277], [3.343436, 1.450581, -0.881574], [-1.874113, -0.849518, 5.138882], [1.263564, -2.672074, -0.096816], [-0.590005, 3.163259, 0.805888], [-2.992608, 4.112499, 0.465807], [0.279214, 1.259506, 2.683280], [-0.648663, -1.815872, -2.038620], [0.392138, 2.888186, -2.921141], [-1.196592, -0.549099, 3.111671], [4.787102, -5.454984, 0.621251], [-2.298708, 4.465420, -2.249014], [-1.846873, -5.239142, -0.960748], [4.952811, -3.545168, 1.598864], [-0.577951, -0.568026, 0.766691], [-1.986015, -1.163046, 4.110668], [1.993828, -0.071240, 0.425073], [-2.988096, 4.461599, 1.496472], [0.177025, -4.802607, 0.236087], [2.594069, -0.599900, 1.470548], [2.207027, 5.400823, -4.063235], [-2.682097, -5.898376, -1.163949], [4.364330, -2.301713, 1.801552], [0.745835, 5.241075, -5.054893], [0.960923, 4.884151, -0.106603], [-0.585930, 2.535909, -3.245808], [-3.990835, 3.804734, 0.164314], [-0.911623, -1.927048, -3.090551]], "atomic_forces_ev_per_a": [[-0.01, 0.00, 0.00], [0.01, 0.02, 0.00], [-0.07, -0.01, 0.08], [0.01, -0.03, -0.01], [0.00, -0.14, 0.05], [-0.02, 0.00, -0.03], [0.01, 0.01, -0.02], [-0.01, -0.01, 0.05], [-0.02, 0.00, 0.01], [-0.03, -0.04, 0.05], [0.05, -0.11, -0.16], [0.01, 0.00, -0.02], [0.03, 0.02, 0.04], [0.04, -0.04, 0.04], [-0.03, 0.00, 0.02], [0.05, 0.03, 0.00], [-0.02, 0.02, 0.01], [0.02, 0.00, 0.01], [-0.01, 0.02, 0.01], [0.02, 0.02, 0.04], [0.05, 0.01, -0.01], [-0.04, 0.01, 0.01], [-0.01, 0.00, 0.00], [0.51, -0.32, 0.33], [0.04, 0.00, -0.09], [-0.04, -0.01, 0.02], [-0.04, -0.05, -0.08], [-0.03, 0.04, -0.07], [-0.05, 0.03, 0.00], [0.00, -0.01, 0.00], [0.29, -0.19, -1.03], [0.00, 0.00, 0.00], [0.03, 0.00, 0.04], [-0.03, 0.02, -0.04], [0.00, 0.00, -0.01], [0.00, 0.02, -0.01], [0.02, 0.08, 0.14], [-0.01, 0.01, 0.09], [-0.02, 0.02, -0.02], [0.03, 0.07, 0.08], [0.04, 0.10, -0.06], [-0.04, 0.05, 0.02], [-0.05, -0.07, -0.04], [-0.02, 0.04, 0.04], [0.15, 0.06, -0.24], [-0.01, -0.01, 0.01], [-0.72, 0.13, -0.30], [0.10, 0.22, -0.05], [0.01, -0.12, -0.02], [-0.02, 0.02, -0.01], [-0.01, -0.13, -0.03], [-0.16, 0.08, 0.05], [0.02, -0.01, -0.02], [0.02, 0.02, -0.01], [-0.03, -0.04, 0.22], [0.14, -0.64, -0.21], [0.21, 0.17, 0.23], [-0.01, -0.17, 0.40], [-0.06, -0.07, -0.04], [-0.32, 0.21, 0.29], [-0.01, -0.06, -0.03], [0.01, 0.02, -0.01], [0.02, 0.01, -0.12], [-0.01, 0.03, 0.01], [-0.02, 0.02, -0.02], [-0.07, 0.45, 0.18], [0.04, 0.04, 0.00], [-0.32, 0.14, 0.47], [-0.04, -0.01, -0.03], [-0.03, -0.02, 0.04], [0.37, 0.14, -0.18], [-0.02, 0.00, -0.01], [0.01, 0.01, -0.02], [0.05, -0.01, 0.02], [0.01, 0.00, 0.03], [-0.06, 0.01, 0.00], [0.04, -0.05, -0.03], [0.00, 0.00, -0.01], [0.02, -0.01, -0.01]], "mulliken_charge": [0.306, -1.964, 0.291, 0.403, -1.055, 0.372, 0.376, -0.540, 0.439, 0.319, 0.886, 0.408, -0.784, -1.647, 0.418, 0.674, 0.431, 0.270, 0.390, 0.382, 0.247, 0.489, 0.526, 1.089, -0.379, 0.398, -1.100, -0.277, 0.739, -1.105, 0.497, 0.423, 0.402, -0.493, 0.371, 0.481, -0.928, -1.119, 0.436, -0.669, 0.952, -1.351, 1.421, -0.551, 0.632, 0.444, 1.445, 1.017, 0.677, 0.305, -0.146, -0.587, 0.182, 0.449, 0.325, -0.690, -1.136, -0.462, -1.793, -1.222, 0.644, 0.423, 0.255, -0.963, -0.664, 0.520, -1.118, -0.466, 0.382, -0.686, 0.283, 0.372, 0.423, -0.744, 0.395, 0.169, 0.464, 0.384, 0.609], "max_force_ha_per_bohr": 0.021, "e_lumo_ev": [-3.0, -5.6], "orbital_gap_ev": [7.72, 5.14], "homo_ev": [-10.7, -10.8], "s_squared": 6.06, "charge": 1, "multiplicity": 5}

Across the entries above, ΔE to the lowest compared entry with this formula, charge and spin takes the values 161.50 0.00 102.13 0.00 kJ/mol, respectively.
Across the entries above, calculated total energy takes the values -29467.19998 -14299.45118 -283310.83525 -181785.55158 eV, respectively.